C32H68N4O20S3 | ωB97M-V/def2-TZVPD

Each line ends with the Mulliken charge.
Geometry (Å):
C (-4.48110, 2.72120, 1.51225)  0.629
O (-4.53725, 3.91375, 1.39974)  -0.710
N (-3.47919, 1.96918, 1.85921)  0.140
N (-5.52713, 1.95218, 1.29844)  -0.299
H (-3.40283, 0.98490, 1.64600)  -0.321
H (-2.56873, 2.31555, 2.12602)  0.592
H (-6.48256, 2.18950, 1.07278)  0.248
H (-5.52108, 1.00215, 1.64123)  0.113
C (-5.97423, -1.85419, 2.00320)  0.659
O (-5.81732, -0.69240, 2.32804)  -0.811
N (-5.06119, -2.74493, 2.23990)  -0.228
N (-6.98183, -2.29825, 1.31656)  -0.377
H (-5.01444, -3.54689, 1.62771)  0.155
H (-4.32977, -2.44743, 2.86968)  0.115
H (-7.75892, -1.66222, 1.20849)  0.249
H (-6.87592, -3.25151, 1.00005)  0.159
C (-1.83706, -2.21952, -5.15833)  -0.340
C (-1.18568, -1.49418, -3.99174)  0.358
O (0.09951, -2.05899, -4.04207)  -0.274
S (0.09482, -3.66335, -4.46299)  1.132
O (-0.20916, -4.50233, -3.29623)  -0.500
O (1.37338, -3.96164, -5.21793)  -0.621
O (-1.23426, -3.51157, -5.41718)  -0.360
H (-1.72936, -1.65060, -6.08182)  0.337
H (-2.85888, -2.36944, -4.80974)  0.340
H (-1.61184, -1.71555, -3.01323)  -0.069
H (-1.06841, -0.41989, -4.13407)  -0.023
C (2.31171, -0.64626, -6.33403)  0.299
C (3.73284, -0.21387, -5.94747)  -0.257
O (3.64075, 1.08245, -5.30085)  -0.392
S (2.13792, 1.19150, -4.63660)  0.816
O (1.71750, 2.60199, -4.53574)  -0.561
O (2.06751, 0.33663, -3.38777)  0.116
O (1.46995, 0.35933, -5.96581)  -0.420
H (1.94811, -1.56987, -5.88366)  -0.326
H (2.21351, -0.72596, -7.41668)  0.350
H (4.21470, -0.12401, -6.92104)  0.331
H (4.22001, -0.98530, -5.35110)  0.278
C (-2.47321, -4.87420, 3.10692)  -0.228
C (-2.16680, -6.21659, 2.55773)  -0.522
O (-1.29121, -6.14947, 1.44608)  -0.311
S (-1.10626, -4.64147, 0.88594)  1.193
O (-1.63924, -4.50607, -0.45658)  -0.527
O (0.25570, -4.15019, 1.11065)  -0.466
O (-2.24047, -4.03236, 1.98713)  -0.425
H (-1.74917, -4.65780, 3.89242)  0.242
H (-3.46245, -4.81996, 3.56140)  0.407
H (-3.11327, -6.64196, 2.22404)  0.280
H (-1.74674, -6.86362, 3.32779)  0.319
C (-2.04806, 4.10548, -1.54242)  -0.274
C (-2.62388, 2.67544, -1.42141)  0.626
C (-2.19856, 2.16923, -2.77322)  0.212
O (-1.69428, 3.24216, -3.56208)  -0.533
C (-0.99124, 4.09393, -2.60154)  -0.250
H (-1.53561, 4.46815, -0.65137)  0.054
H (-2.80840, 4.85482, -1.76259)  0.253
H (-3.69781, 2.63905, -1.23848)  0.310
H (-2.16330, 2.04162, -0.66362)  -0.650
H (-3.03207, 1.71006, -3.30474)  0.454
H (-1.52467, 1.31265, -2.78950)  -0.642
H (-0.81003, 5.08073, -3.02755)  0.381
H (-0.02529, 3.61275, -2.44825)  -0.041
C (0.74515, 4.31244, 3.10391)  -0.287
C (-0.29411, 5.29634, 3.11400)  -0.859
C (-1.62323, 4.44798, 3.13562)  -0.646
O (-1.21072, 3.21150, 2.54611)  -0.449
C (0.16840, 3.23733, 2.16715)  -0.003
H (0.88603, 3.86278, 4.08679)  0.210
H (1.67647, 4.62898, 2.63429)  0.361
H (-0.32583, 5.99637, 2.27912)  0.310
H (-0.05783, 5.91150, 3.98224)  0.418
H (-2.41570, 4.87997, 2.52449)  0.259
H (-1.98452, 4.32395, 4.15649)  0.317
H (0.32975, 3.65925, 1.17515)  0.008
H (0.57240, 2.23211, 2.28729)  0.037
C (-1.33289, -0.57642, 1.49382)  -0.886
C (-0.19945, 0.01419, 0.74417)  1.326
C (-0.15829, -0.43403, -0.67750)  0.224
O (-1.50798, -0.88238, -0.88758)  -0.209
C (-2.28482, -0.99592, 0.31805)  -0.673
H (-1.85037, 0.11215, 2.16180)  0.769
H (-1.13926, -1.49559, 2.04674)  0.213
H (0.74385, -0.18070, 1.25434)  0.608
H (-0.47766, 1.06630, 0.80554)  -1.461
H (0.48850, -1.31021, -0.72326)  -0.310
H (0.21643, 0.18879, -1.48977)  -0.342
H (-2.71357, -1.98356, 0.48785)  0.303
H (-3.02137, -0.19270, 0.29705)  0.451
C (3.19089, 1.99763, 0.32743)  1.012
C (3.87730, 2.03402, -1.04449)  -0.144
C (4.72550, 3.36394, -0.96808)  -0.520
O (4.92334, 3.56541, 0.41303)  -0.465
C (4.35913, 2.47858, 1.08546)  -0.812
H (2.86522, 0.99762, 0.61382)  -0.021
H (2.33681, 2.67452, 0.34837)  -0.415
H (3.07863, 2.01248, -1.78595)  -0.152
H (4.61061, 1.23961, -1.18333)  0.170
H (4.10591, 4.19817, -1.29716)  0.301
H (5.71430, 3.33253, -1.42566)  0.304
H (4.10867, 2.80169, 2.09588)  0.322
H (5.16997, 1.77011, 1.25489)  0.338
C (3.83932, -1.71628, -1.37811)  1.001
C (4.34593, -2.27779, -2.65262)  0.409
C (4.36140, -3.75333, -2.51653)  -0.681
O (3.88976, -4.03606, -1.22150)  -0.534
C (3.16515, -2.93689, -0.69268)  -0.164
H (3.06742, -1.02058, -1.70715)  -0.646
H (4.69509, -1.27856, -0.86413)  0.012
H (5.35849, -1.95452, -2.89410)  0.554
H (3.71009, -1.95289, -3.47617)  -0.867
H (5.28682, -4.30859, -2.66947)  0.268
H (3.69619, -4.21191, -3.24817)  0.276
H (3.30642, -2.77653, 0.37616)  0.221
H (2.11175, -3.10546, -0.91633)  0.111
C (1.47985, -0.24712, 6.50951)  -0.662
C (2.49382, -1.02680, 5.65928)  -0.628
C (2.61284, -0.20233, 4.36844)  -0.175
O (1.26326, 0.14004, 4.16487)  -0.130
C (0.57780, 0.34464, 5.40112)  -0.420
H (1.86898, 0.67531, 6.94058)  0.277
H (1.07573, -0.87351, 7.30476)  0.336
H (2.16508, -2.02735, 5.37836)  0.292
H (3.44577, -1.16776, 6.17116)  0.378
H (2.83471, -0.86757, 3.53397)  0.082
H (3.13579, 0.74704, 4.48386)  0.245
H (-0.39964, -0.13684, 5.37105)  0.226
H (0.50876, 1.43235, 5.41577)  0.224

Properties
- HOMO-LUMO gap (eV) = 8.71
- maximum force (eV/Å) = 5.00
- LUMO energy (eV) = -0.16
- structure (SMILES) = O=S1(=O)OCCO1.O=S1(=O)OCCO1.O=S1(=O)OCCO1.C1CCOC1.C1CCOC1.C1CCOC1.C1CCOC1.C1CCOC1.C1CCOC1.NC(N)=O.NC(N)=O